(1)
This record from the Open Molecules 2025 dataset describes a structure of composition C16H21Cl2FO2Pd. The level of theory is ωB97M-V/def2-TZVPD.

CARTESIAN COORDINATES (ANGSTROEM)
C (0.2281, -1.5094, -2.1465)
C (1.0330, -0.3731, -2.3734)
C (0.1943, 0.7854, -2.2672)
C (2.4910, -0.3923, -2.6395)
C (-1.1423, 0.3667, -2.0891)
C (-1.1467, -1.0822, -1.9723)
C (-2.2345, -1.9127, -1.7434)
C (0.7133, -2.8882, -2.0283)
C (0.6699, 2.1833, -2.3379)
C (-2.3629, 1.1911, -2.0407)
Pd (-0.1056, -1.0249, 1.3952)
Cl (1.9111, -0.1911, 0.6771)
Cl (0.9821, -2.9614, 2.1580)
O (-1.4854, 0.3419, 0.7545)
H (2.7643, -1.2298, -3.2961)
H (3.0491, -0.5072, -1.7028)
H (2.7971, 0.5481, -3.1087)
H (1.4142, 2.3761, -1.5493)
H (-0.1744, 2.8722, -2.2144)
H (1.1526, 2.3928, -3.3038)
H (-2.1383, 2.2613, -2.1184)
H (-2.9166, 1.0087, -1.1104)
H (-3.0211, 0.9167, -2.8791)
H (-3.2215, -1.4583, -1.6562)
H (-2.0178, -2.3450, -0.0024)
H (-2.1412, -2.9720, -1.9820)
H (1.3842, -3.0052, -1.1641)
H (1.2661, -3.1756, -2.9312)
H (-0.1271, -3.5747, -1.9025)
H (-1.7582, 0.7709, 1.5855)
O (-2.0256, -2.2482, 0.9977)
H (-2.4655, -1.3662, 1.1121)
F (1.4301, 3.1270, 5.7381)
C (1.0127, 2.2158, 4.7913)
C (0.6527, 2.6964, 3.5333)
C (0.3183, 1.7529, 2.5482)
C (0.3994, 0.4015, 2.8511)
C (0.7688, -0.0689, 4.0949)
C (1.0262, 0.8638, 5.1219)
H (0.6334, 3.7600, 3.3081)
H (0.0398, 2.0518, 1.5446)
H (0.8799, -1.1394, 4.2151)
H (1.2733, 0.5418, 6.1331)

Its total charge is -2. As for the HOMO energy (alpha / beta): 1.25 / -0.84 eV. The value obtained for the orbital gap (alpha / beta) is 0.1487 / 0.1951 Ha. The spin multiplicity is 5. The value obtained for the energy above the lowest of the compared OMol25 structures with the same formula, charge and spin is 0.00 kcal/mol. As for the LUMO energy (alpha / beta): 5.298 / 4.469 eV.


(2)
This record from the Open Molecules 2025 dataset describes the molecule CH3ClN2O2. The level of theory is ωB97M-V/def2-TZVPD.

CARTESIAN COORDINATES (ANGSTROEM)
C (0.0643, -0.1232, -0.0841)
O (1.2982, -0.8056, -0.2803)
N (2.4444, -0.0419, -0.1138)
O (2.3385, 1.1575, -0.0918)
N (3.4488, -0.7814, -0.0229)
Cl (4.9079, 0.0996, -0.0385)
H (0.1563, 0.9371, -0.3114)
H (-0.6525, -0.6129, -0.7384)
H (-0.2393, -0.2568, 0.9594)

As for the HOMO energy: -10.15 eV. The value obtained for the orbital gap is 0.3963 Ha. The value obtained for the energy above the lowest of the compared OMol25 structures with the same formula, charge and spin is 63.09 kcal/mol. As for the LUMO energy: 0.631 eV.


(3)
This record from the Open Molecules 2025 dataset describes a cluster of 2 separate species, C4H13N2O in total. The level of theory is ωB97M-V/def2-TZVPD.

CARTESIAN COORDINATES (ANGSTROEM)
C (1.0481, -1.9513, -1.8255)
C (-0.3905, -1.2766, -1.5586)
C (-0.3911, -0.2701, -0.5117)
C (-0.5974, -0.7184, 0.8003)
N (-0.4292, 0.2120, 1.8510)
N (-0.0429, 1.0931, -0.7654)
H (1.5948, -1.1874, -2.3850)
H (0.6992, -2.9089, -2.3777)
H (1.3700, -2.2965, -0.9183)
H (-1.2076, -2.0095, -1.5204)
H (-0.8899, -0.9824, -2.6260)
H (-1.0130, -1.6422, 1.2882)
H (0.1651, 1.0394, 1.5634)
H (-1.3125, 0.6713, 2.1774)
H (0.0675, -0.2115, 2.7257)
H (-0.5920, 1.7694, -0.1600)
H (-0.0202, 1.3521, -1.7448)
H (0.7766, 3.0605, 2.6911)
H (0.8996, 3.4214, 1.3151)
O (0.2656, 2.8356, 1.9814)

Its total charge is +1. As for the HOMO energy: -12.79 eV. The value obtained for the orbital gap is 0.3471 Ha. The value obtained for the energy above the lowest of the compared OMol25 structures with the same formula, charge and spin is 82.05 kcal/mol. As for the LUMO energy: -3.341 eV.


(4)
This record from the Open Molecules 2025 dataset describes a cluster of 2 separate species, C2H4OS in total. The level of theory is ωB97M-V/def2-TZVPD.

CARTESIAN COORDINATES (ANGSTROEM)
C (0.4360, -0.3033, -0.1221)
C (-0.5451, 0.6329, 0.3853)
O (0.1886, -1.5957, 0.0109)
S (1.8183, -1.2250, 0.5362)
H (0.6232, -0.1851, -2.0212)
H (-0.7431, 0.6124, 1.4479)
H (-1.3867, 0.3834, -0.2921)
H (-0.3913, 1.6804, 0.0549)

As for the HOMO energy (alpha / beta): -7.01 / -9.02 eV. The value obtained for the orbital gap (alpha / beta) is 0.2617 / 0.2435 Ha. The spin multiplicity is 3. The value obtained for the energy above the lowest of the compared OMol25 structures with the same formula, charge and spin is 89.63 kcal/mol. As for the LUMO energy (alpha / beta): 0.107 / -2.396 eV.


(5)
This record from the Open Molecules 2025 dataset describes a cluster of 14 separate species, C42H66N14OP in total. The level of theory is ωB97M-V/def2-TZVPD.

CARTESIAN COORDINATES (ANGSTROEM)
C (0.2188, 4.8072, -3.4358)
C (0.6296, 3.5113, -2.5541)
C (1.5757, 2.5693, -3.4748)
C (1.1312, 0.9991, -3.2544)
C (0.1098, 0.5202, -4.4185)
P (-1.2761, -0.6308, -3.8485)
O (-1.4582, -1.8467, -5.0879)
C (-0.9577, -1.5299, -2.2172)
C (0.5180, -2.1545, -2.0521)
C (1.6064, -2.3114, -3.1812)
C (3.0685, -2.9104, -2.8901)
C (3.4404, -3.3735, -1.4152)
C (2.3412, -3.2660, -0.2563)
C (0.9005, -2.6663, -0.5760)
C (-0.1351, -2.6131, 0.6776)
N (-2.8556, 0.1288, -3.7155)
C (-2.7865, 1.3805, -3.2234)
C (-2.7073, 1.6815, -1.6147)
C (-2.8259, 2.7237, -4.1606)
H (0.5959, 4.7878, -4.5272)
H (-0.9294, 4.8680, -3.4509)
H (0.7267, 5.7325, -2.9398)
H (1.2122, 3.7536, -1.5889)
H (-0.2855, 2.8670, -2.2481)
H (2.6632, 2.6269, -3.0481)
H (1.5781, 2.8342, -4.5969)
H (0.7879, 0.7700, -2.1803)
H (2.1170, 0.3909, -3.4173)
H (-0.3574, 1.4860, -4.8788)
H (0.6611, 0.0029, -5.3093)
H (-0.8693, -2.6172, -4.8843)
H (-1.7141, -2.4230, -2.1804)
H (-1.1743, -0.8284, -1.3305)
H (1.3869, -1.9666, -4.2547)
H (3.8326, -2.9650, -3.7694)
H (4.4948, -3.7803, -1.2025)
H (2.6156, -3.5994, 0.8314)
H (-0.2645, -3.7272, 1.0116)
H (0.2994, -2.0557, 1.5850)
H (-1.1997, -2.2637, 0.3770)
H (-2.6765, 2.8325, -1.4156)
H (-3.7041, 1.3119, -1.1727)
H (-1.7643, 1.2455, -1.1202)
H (-3.2949, 3.6252, -3.5863)
H (-3.5360, 2.5155, -5.0569)
H (-1.7765, 3.0650, -4.4896)
C (-3.6226, 7.1971, -4.5285)
C (-2.2357, 6.9621, -5.0678)
N (-1.1235, 6.7736, -5.5005)
H (-4.3423, 7.2155, -5.3496)
H (-3.8926, 6.3973, -3.8359)
H (-3.6591, 8.1525, -4.0011)
C (-2.6191, 0.2344, 2.2294)
C (-2.0892, 1.5690, 1.7734)
N (-1.6597, 2.6478, 1.4132)
H (-1.7925, -0.4047, 2.5470)
H (-3.3033, 0.3752, 3.0689)
H (-3.1526, -0.2531, 1.4105)
C (-3.8850, 1.8651, 6.1624)
C (-4.4130, 0.5560, 5.6380)
N (-4.8414, -0.4992, 5.2201)
H (-2.9248, 1.7063, 6.6573)
H (-3.7485, 2.5683, 5.3382)
H (-4.5901, 2.2903, 6.8800)
C (-4.2193, 0.7689, -7.8522)
C (-5.2448, 1.8694, -7.9333)
N (-6.0677, 2.7520, -7.9972)
H (-4.6358, -0.1596, -8.2463)
H (-3.3368, 1.0391, -8.4359)
H (-3.9247, 0.6099, -6.8122)
C (-1.0287, -1.2558, 6.5534)
C (-0.9522, 0.2180, 6.2508)
N (-0.8911, 1.4010, 6.0078)
H (-2.0087, -1.4999, 6.9684)
H (-0.8762, -1.8316, 5.6382)
H (-0.2580, -1.5273, 7.2775)
C (4.4116, 3.9316, 0.1839)
C (3.8578, 2.6363, -0.3497)
N (3.4136, 1.5970, -0.7776)
H (5.3716, 3.7521, 0.6723)
H (4.5554, 4.6396, -0.6350)
H (3.7176, 4.3617, 0.9090)
C (-3.1589, -2.3843, 10.4346)
C (-1.7656, -2.5998, 9.9056)
N (-0.6470, -2.7727, 9.4810)
H (-3.8745, -2.3840, 9.6092)
H (-3.4196, -3.1833, 11.1315)
H (-3.2144, -1.4267, 10.9547)
C (2.5255, 4.7253, -7.4431)
C (1.5615, 3.5945, -7.1978)
N (0.7874, 2.6877, -7.0014)
H (3.5114, 4.3261, -7.6902)
H (2.1721, 5.3412, -8.2726)
H (2.6059, 5.3455, -6.5479)
C (-3.2599, -3.7853, -8.1128)
C (-3.8354, -2.7184, -9.0146)
N (-4.2954, -1.8648, -9.7410)
H (-2.5623, -4.4083, -8.6763)
H (-2.7308, -3.3213, -7.2776)
H (-4.0636, -4.4129, -7.7223)
C (5.9447, -2.4024, 2.1274)
C (4.9769, -3.5309, 2.3675)
N (4.1959, -4.4470, 2.5642)
H (6.9286, -2.8040, 1.8758)
H (5.5924, -1.7802, 1.3018)
H (6.0299, -1.7872, 3.0255)
C (2.1853, -4.4187, 10.2976)
C (3.5793, -4.6340, 9.7684)
N (4.6973, -4.8067, 9.3439)
H (1.4702, -4.4179, 9.4728)
H (1.9244, -5.2181, 10.9942)
H (2.1290, -3.4607, 10.8180)
C (0.6439, 0.1513, 12.4554)
C (-0.7540, -0.3895, 12.6028)
N (-1.8754, -0.8233, 12.7210)
H (1.1028, 0.2681, 13.4393)
H (1.2474, -0.5369, 11.8600)
H (0.6158, 1.1228, 11.9576)
C (6.3044, -6.9219, -1.5091)
C (6.9113, -5.6977, -0.8750)
N (7.3985, -4.7161, -0.3661)
H (6.2075, -6.7730, -2.5865)
H (6.9409, -7.7898, -1.3252)
H (5.3158, -7.1087, -1.0847)

Its total charge is +1. As for the HOMO energy: -10.88 eV. The value obtained for the orbital gap is 0.2615 Ha. As for the LUMO energy: -3.766 eV.


(6)
This record from the Open Molecules 2025 dataset describes a cluster of 2 separate species, C5H14NO2 in total. The level of theory is ωB97M-V/def2-TZVPD.

CARTESIAN COORDINATES (ANGSTROEM)
C (-0.7117, 0.7984, -0.8238)
C (-0.5622, 0.2929, 0.5940)
C (-2.0286, 0.0603, 1.1105)
C (0.0627, 1.2688, 1.5828)
N (0.5948, 1.0064, -1.4197)
C (1.4499, -0.2351, -1.6121)
O (0.8454, -1.4240, -1.5240)
H (-1.2043, 0.0185, -1.4261)
H (-1.3043, 1.7161, -0.8845)
H (-0.1745, -0.7179, 0.7057)
H (-2.6082, -0.5909, 0.4757)
H (-2.5085, 1.0465, 1.1708)
H (-2.0542, -0.3021, 2.1420)
H (0.2842, 0.8718, 2.5512)
H (1.0817, 1.4103, 1.1894)
H (-0.4280, 2.2419, 1.5680)
H (0.5565, 1.4101, -2.3451)
H (1.9895, -0.0760, -2.5725)
H (2.2089, -0.1673, -0.7881)
H (1.4136, -2.1769, -0.3133)
H (1.4568, -3.6634, 0.1291)
O (1.6404, -2.7883, 0.4900)

Its total charge is -1. As for the HOMO energy: -3.22 eV. The value obtained for the orbital gap is 0.2610 Ha. The value obtained for the energy above the lowest of the compared OMol25 structures with the same formula, charge and spin is 10.08 kcal/mol. As for the LUMO energy: 3.877 eV.


no.,molecular weight (g/mol)
1,441.67
2,110.50
3,105.16
4,76.12
5,814.06
6,120.17